[1]
{"formula": "C4H7N3", "method": "ωB97M-V/def2-TZVPD", "relative_energy_ev": 0.5612, "smiles": "[H]/N=C(\\C#N)NCC", "spin_multiplicity": 1, "orbital_gap_ha": 0.3830, "molar_mass_g_mol": 97.12, "e_homo_ev": -9.626, "total_charge": 0, "symbols": ["N", "H", "C", "C", "N", "H", "N", "C", "H", "H", "C", "H", "H", "H"], "xyz": [[0.241, 0.319, 0.155], [0.146, 1.269, 0.467], [-0.933, -0.497, 0.250], [2.510, 0.795, -0.035], [1.633, -1.477, -0.134], [2.612, -1.671, -0.286], [3.349, 1.589, -0.033], [1.458, -0.220, -0.005], [-1.038, -0.913, 1.283], [-2.915, -0.266, -0.411], [-2.077, 0.379, -0.220], [-0.822, -1.388, -0.385], [-1.825, 0.925, -1.152], [-2.340, 1.156, 0.505]], "nbo_charge": [-0.5706, 0.4012, -0.2280, 0.2089, -0.6747, 0.3533, -0.2722, 0.3349, 0.1947, 0.2206, -0.6179, 0.2296, 0.2163, 0.2039]}

---

[2]
{"formula": "C5H13NO2", "method": "ωB97M-V/def2-TZVPD", "relative_energy_ev": 5.3405, "spin_multiplicity": 1, "orbital_gap_ha": 0.2994, "molar_mass_g_mol": 119.16, "e_homo_ev": -9.223, "total_charge": 0, "symbols": ["C", "H", "H", "N", "H", "H", "H", "C", "H", "O", "H", "H", "O", "H", "C", "C", "H", "H", "H", "C", "H"], "xyz": [[-2.163, -0.457, 0.414], [2.187, 0.872, 1.413], [0.183, -2.099, -0.037], [-0.965, 0.086, -1.596], [0.206, -1.055, 1.401], [3.180, 0.981, -0.004], [-0.588, 1.363, 1.251], [2.154, 0.801, 0.319], [-0.161, 0.620, -1.914], [-3.041, 0.697, 0.403], [-1.025, -0.753, -2.182], [0.422, 1.587, 0.132], [1.350, 1.797, -0.277], [1.867, -0.687, -1.193], [-0.841, -0.194, -0.206], [0.297, -1.044, 0.288], [2.430, -1.345, 0.345], [-2.422, 1.409, 0.196], [-2.085, -0.729, 1.452], [1.750, -0.633, -0.092], [-2.736, -1.218, -0.112]], "nbo_charge": [-0.1747, 0.1576, 0.2293, -0.9110, 0.2254, 0.1834, -0.1197, -0.0686, 0.3953, -0.7016, 0.3924, 0.4667, -0.7864, 0.1968, 0.3700, -0.5192, 0.2181, 0.4767, 0.1867, -0.4163, 0.1990]}

---

[3]
{"formula": "C7H14", "method": "ωB97M-V/def2-TZVPD", "relative_energy_ev": 3.7104, "spin_multiplicity": 1, "orbital_gap_ha": 0.3248, "molar_mass_g_mol": 98.19, "e_homo_ev": -7.801, "total_charge": 0, "symbols": ["H", "C", "C", "H", "H", "C", "C", "H", "H", "H", "H", "H", "C", "H", "H", "H", "C", "H", "H", "H", "C"], "xyz": [[-2.365, 1.046, -0.769], [-0.113, -1.836, -0.081], [1.385, -1.987, 0.071], [1.479, 2.604, 1.022], [0.960, 1.154, 1.896], [-0.477, -1.033, -1.277], [0.489, 1.126, -0.227], [0.197, 1.835, -1.013], [-0.229, 2.378, 1.416], [-2.076, 1.098, 0.984], [-2.638, -0.404, 0.223], [-0.373, -0.662, 0.774], [-1.994, 0.472, 0.089], [1.705, -2.039, 1.117], [-1.434, -1.257, -1.754], [0.303, -0.819, -2.018], [-0.561, 0.023, -0.174], [2.031, -1.277, -0.472], [1.583, -2.978, -0.360], [1.448, 0.701, -0.547], [0.682, 1.857, 1.101]], "nbo_charge": [0.2126, -0.0814, -0.7047, 0.2154, 0.2054, -0.4807, -0.4014, 0.2103, 0.2048, 0.2098, 0.2314, 0.2778, -0.6011, 0.2176, 0.2099, 0.1948, -0.1456, 0.1765, 0.2473, 0.2112, -0.6096]}